C45H51BrClGe2N5O4Tl | ωB97M-V/def2-TZVPD

Structure (XYZ):
```
110
Properties=species:S:1:pos:R:3:lowdin_charge:R:1
Tl -0.58 2.31 -1.36 0.4802
O 4.44 1.18 1.66 -0.0038
C 3.49 1.57 2.62 -0.2829
C 3.96 1.62 3.90 -0.0303
C 3.13 1.96 4.95 -0.0667
C 1.86 2.32 4.62 -0.0941
C 1.35 2.30 3.32 -0.0055
C 2.20 1.90 2.30 -0.0927
C 1.59 1.91 0.92 -0.3946
O 0.36 2.31 0.83 -0.1585
N 2.27 1.46 -0.11 0.0751
N 1.59 1.35 -1.26 -0.0151
C 2.21 0.69 -2.22 -0.0637
C 1.81 0.32 -3.47 -0.1566
C 2.68 -0.39 -4.21 -0.0330
C 2.41 -0.86 -5.55 0.0028
C 1.13 -0.51 -6.08 -0.0721
C 0.15 0.05 -5.34 0.0106
C 0.46 0.57 -4.00 -0.2299
O -0.39 1.25 -3.29 -0.1549
H 3.82 1.18 0.80 0.1101
H 4.94 1.21 4.06 0.1206
H 3.52 2.03 5.95 0.1063
H 1.34 2.89 5.36 0.0966
H 0.32 2.62 3.12 0.1132
H 3.26 0.32 -2.09 0.1457
H 3.56 -0.80 -3.69 0.1037
H 3.19 -1.43 -6.04 0.1007
H 0.86 -0.79 -7.13 0.1261
H -0.86 0.18 -5.67 0.1117
Br 0.57 4.54 -2.12 0.0083
C 3.54 -3.65 3.34 0.0063
C 2.05 -3.05 3.42 -0.5179
C 1.45 -3.57 4.71 -0.0458
C 2.04 -1.57 3.44 -0.0450
C 1.26 -3.58 2.22 -0.4304
O 0.86 -4.93 2.40 -0.0376
C 1.99 -3.51 0.83 -0.0773
C 2.58 -2.18 0.34 -0.1506
C 3.34 -2.41 -0.90 -0.2114
C 4.74 -2.16 -0.98 -0.0153
C 5.48 -2.51 -2.10 -0.1273
C 4.87 -3.13 -3.17 -0.6712
Cl 5.87 -3.49 -4.56 0.6519
C 3.48 -3.36 -3.14 -0.1097
C 2.73 -3.03 -2.04 -0.0233
C -0.15 -2.97 2.14 -0.0335
N -0.59 -2.12 1.05 -0.0949
C -0.49 -0.82 0.95 -0.1928
N -0.86 -0.42 -0.23 0.0853
C -1.21 -1.59 -0.86 -0.1757
N -1.04 -2.64 -0.10 0.1372
H 4.09 -3.25 4.20 0.0841
H 4.02 -3.34 2.39 0.0848
H 3.53 -4.71 3.47 0.0654
H 2.07 -3.19 5.58 0.1148
H 1.41 -4.66 4.73 0.0857
H 0.45 -3.24 4.91 0.0809
H 2.75 -1.27 4.18 0.0966
H 1.04 -1.19 3.75 0.1021
H 2.25 -1.07 2.55 0.0435
H 1.64 -5.55 2.52 0.1373
H 1.26 -3.85 0.13 0.0914
H 2.75 -4.27 0.87 0.1202
H 3.23 -1.78 1.10 0.0930
H 1.81 -1.42 0.21 0.0992
H 5.20 -1.48 -0.23 0.1265
H 6.49 -2.21 -2.08 0.0972
H 3.09 -3.89 -4.00 0.1072
H 1.67 -3.22 -1.98 0.1123
H -0.36 -2.42 3.06 0.1244
H -0.77 -3.81 2.08 0.1221
H -0.17 -0.25 1.79 0.1182
H -1.57 -1.60 -1.88 0.1119
C -2.93 4.22 2.35 -0.2649
Ge -3.62 2.57 1.65 0.7312
C -5.63 2.57 1.72 -0.2467
C -2.98 0.87 2.45 -0.2422
Ge -3.04 2.24 -0.75 0.7805
C -3.80 0.59 -1.50 -0.3610
C -3.51 0.30 -2.83 -0.1621
C -4.10 -0.81 -3.45 -0.0970
C -4.81 -1.77 -2.70 -0.0767
C -5.08 -1.48 -1.34 -0.0897
C -4.61 -0.33 -0.77 -0.1179
C -3.69 3.75 -1.81 -0.3535
C -3.04 5.04 -1.76 -0.1486
C -3.49 6.13 -2.44 -0.0965
C -4.68 6.06 -3.14 -0.0917
C -5.41 4.88 -3.11 -0.1007
C -4.88 3.77 -2.50 -0.1453
H -3.60 4.76 3.07 0.0350
H -2.63 4.99 1.60 0.0294
H -2.01 3.96 2.94 0.0183
H -5.90 1.59 2.14 0.0017
H -6.02 2.50 0.67 0.0214
H -6.13 3.36 2.29 0.0134
H -3.49 0.66 3.40 0.0247
H -1.92 0.91 2.67 -0.0065
H -3.12 0.04 1.79 -0.0111
H -2.81 0.91 -3.43 0.0959
H -3.92 -1.00 -4.59 0.1329
H -5.18 -2.69 -3.19 0.1020
H -5.74 -2.08 -0.74 0.0986
H -4.85 0.00 0.23 0.0767
H -2.15 5.10 -1.20 0.0249
H -2.89 7.04 -2.50 0.1163
H -5.06 6.88 -3.74 0.1014
H -6.35 4.76 -3.70 0.1162
H -5.35 2.82 -2.68 0.0948
```

The energy above the lowest of the compared OMol25 structures with the same formula, charge and spin comes out at 0.295 eV. For the calculated total energy, the calculation gives -263421.716 eV. Its maximum force is 4.934 eV Å⁻¹. The HOMO energy (spin up / spin down) comes out at -8.078 / -8.101 eV. Its HOMO-LUMO gap (spin up / spin down) is 7.458 / 5.032 eV. As for the spin multiplicity: 2.